[1]
DFT (ωB97M-V/def2-TZVPD) results for a structure of composition C44H35NO4P2RuSi at a distorted geometry.

Atoms and positions in Å:
Ru -0.388 0.204 -0.340
C 2.939 0.559 2.332
Si 1.228 0.274 1.726
C 1.216 1.644 0.239
C 1.002 2.955 0.679
C 1.373 4.027 -0.122
C 1.934 3.811 -1.375
C 2.128 2.514 -1.849
C 1.785 1.438 -1.046
P 1.906 -0.302 -1.669
C 3.176 -0.262 -2.970
C 2.891 -0.342 -4.330
C 3.930 -0.313 -5.253
C 5.243 -0.202 -4.821
C 5.527 -0.125 -3.463
C 4.498 -0.165 -2.537
C 0.304 -0.440 -2.610
C -0.019 -1.734 -3.051
C -1.232 -1.991 -3.656
C -2.184 -0.978 -3.780
C -1.895 0.300 -3.346
C -0.650 0.590 -2.769
C -0.026 0.632 3.044
C 0.422 1.063 4.297
C -0.465 1.233 5.352
C -1.815 0.963 5.177
C -2.281 0.547 3.939
C -1.394 0.399 2.876
P -2.047 0.011 1.234
C -2.922 -1.537 1.316
C -2.545 -2.503 2.250
C -3.185 -3.732 2.258
C -4.185 -4.001 1.333
C -4.549 -3.047 0.389
C -3.912 -1.816 0.369
C -3.190 1.346 0.847
C -4.521 1.345 1.262
C -5.333 2.432 0.974
C -4.827 3.515 0.268
C -3.504 3.523 -0.153
C -2.690 2.439 0.137
H 3.104 1.617 2.545
H 3.669 0.251 1.580
H 3.122 -0.015 3.243
H 0.570 3.139 1.659
H 1.217 5.036 0.236
H 2.208 4.656 -1.994
H 2.554 2.340 -2.830
H 1.869 -0.424 -4.678
H 3.709 -0.373 -6.310
H 6.048 -0.184 -5.542
H 6.552 -0.047 -3.126
H 4.724 -0.126 -1.477
H 0.706 -2.531 -2.926
H -1.449 -2.986 -4.021
H -3.141 -1.189 -4.239
H -2.613 1.098 -3.485
H -0.367 1.631 -2.631
H 1.474 1.261 4.460
H -0.099 1.569 6.313
H -2.506 1.086 6.000
H -3.338 0.351 3.804
H -1.775 -2.287 2.982
H -2.910 -4.479 2.991
H -4.688 -4.959 1.349
H -5.330 -3.262 -0.328
H -4.190 -1.070 -0.366
H -4.928 0.497 1.800
H -6.364 2.432 1.300
H -5.469 4.356 0.040
H -3.110 4.369 -0.701
H -1.647 2.464 -0.175
O 1.252 -1.439 1.569
C 0.518 -2.238 0.870
O -0.225 -1.822 -0.051
C 0.588 -3.670 1.185
C -0.183 -4.558 0.434
C -0.121 -5.912 0.702
C 0.712 -6.340 1.719
C 1.476 -5.482 2.484
C 1.413 -4.127 2.211
N 0.789 -7.800 2.004
O 0.109 -8.527 1.316
O 1.521 -8.143 2.904
H -0.827 -4.181 -0.349
H -0.697 -6.635 0.144
H 2.103 -5.877 3.269
H 1.999 -3.427 2.789

Forces on atoms 1 to 2 (eV/Å):
Ru -0.937 -0.707 0.778
C 0.215 0.029 0.007

Results
Net charge: +2
Frontier orbital gap (spin up / spin down) (eV): 5.96 / 5.89
Relative energy (zero: lowest compared OMol25 entry of this formula, charge and spin) (eV): 1.2817



[2]
DFT (ωB97M-V/def2-TZVPD) results for the ion C4H3O3S with charge -1 at a distorted geometry.

Atoms and positions in Å:
C 0.248 -0.020 -0.322
C 0.939 -0.533 0.752
C -0.162 2.724 -0.681
C -0.388 1.310 -0.062
O 0.503 3.445 0.139
O -0.747 3.039 -1.692
O 1.325 0.206 1.796
S 1.080 1.859 1.300
H -0.003 -0.709 -1.152
H 1.475 -1.475 0.541
H -1.494 1.394 0.331

Forces on atoms 1 to 2 (eV/Å):
C -0.792 -0.625 0.861
C 0.828 0.003 -2.253

Results
Net charge: -1
Frontier orbital gap (eV): 7.66
Relative energy (zero: lowest compared OMol25 entry of this formula, charge and spin) (eV): 1.9793



[3]
DFT (ωB97M-V/def2-TZVPD) results for a structure of composition H26N2O21S3Zn at a distorted geometry.

Atoms and positions in Å:
Zn -0.386 10.491 -9.683
N 2.972 12.452 -8.002
H 2.881 11.865 -8.845
H 2.611 11.860 -7.231
H 2.332 13.212 -8.270
H 3.889 12.854 -7.872
N 2.414 11.991 -12.138
H 3.384 12.148 -12.389
H 2.029 12.914 -11.897
H 2.400 11.382 -11.312
H 1.992 11.550 -12.945
S 0.675 10.356 -6.509
O 0.302 10.554 -7.906
O 2.086 10.629 -6.309
O -0.133 11.270 -5.735
O 0.362 9.037 -5.982
S 2.550 9.346 -10.151
O 1.064 9.495 -10.302
O 3.045 10.724 -9.999
O 2.846 8.555 -8.969
O 3.205 8.717 -11.355
S 0.479 13.771 -10.161
O 0.330 12.342 -10.261
O 1.191 14.284 -11.383
O -0.863 14.421 -10.143
O 1.179 14.119 -8.932
O -1.010 16.520 -8.202
H -0.949 15.647 -8.605
H -0.874 16.357 -7.266
O -3.344 13.792 -10.139
H -3.654 13.558 -11.017
H -2.404 14.012 -10.263
O 2.719 16.525 -10.947
H 2.182 15.722 -10.976
H 3.466 16.298 -10.389
O -1.481 14.336 -12.749
H -1.603 15.243 -13.039
H -1.179 14.416 -11.828
O -0.580 17.175 -11.714
H -0.338 16.312 -11.364
H 0.217 17.489 -12.146
O 2.483 16.279 -7.549
H 2.067 15.520 -7.972
H 1.821 16.600 -6.935
O 0.251 13.868 -6.575
H 0.442 13.752 -7.518
H 0.209 12.968 -6.209
O 1.670 14.302 -14.024
H 0.761 14.481 -14.272
H 1.708 14.526 -13.086
O -2.067 11.489 -9.033
H -2.076 11.432 -8.070
H -2.576 12.287 -9.242

Forces on atoms 1 to 2 (eV/Å):
Zn 0.988 0.925 1.196
N -0.208 1.166 -0.943

Results
Net charge: -2
Frontier orbital gap (eV): 6.29
Relative energy (zero: lowest compared OMol25 entry of this formula, charge and spin) (eV): 0.0000



[4]
DFT (ωB97M-V/def2-TZVPD) results for a structure of composition C35H44BaCl5N3PSSe2Te2.

Atoms and positions in Å:
Ba -1.435 0.911 -0.631
C -2.130 -6.735 2.116
C -1.964 -5.220 1.969
C -3.156 -4.544 2.643
C -0.662 -4.817 2.677
C -1.857 -4.789 0.504
C -1.781 -5.755 -0.505
C -1.560 -5.421 -1.825
C -1.401 -4.085 -2.144
S -0.948 -3.397 -3.659
C -0.914 -1.802 -2.921
N -1.262 -1.777 -1.666
C -1.525 -3.074 -1.178
C -1.767 -3.435 0.155
C -0.415 -0.662 -3.718
C -0.113 -0.887 -5.073
C 0.423 0.129 -5.841
C 0.643 1.372 -5.255
C 0.311 1.577 -3.922
C -0.220 0.580 -3.080
H -2.208 -6.977 3.178
H -1.276 -7.287 1.713
H -3.040 -7.091 1.627
H -3.222 -4.860 3.688
H -4.090 -4.813 2.142
H -3.089 -3.458 2.634
H -0.700 -5.104 3.732
H -0.511 -3.737 2.646
H 0.197 -5.318 2.215
H -1.875 -6.802 -0.253
H -1.480 -6.190 -2.583
H -1.860 -2.661 0.916
H -0.300 -1.849 -5.541
H 0.657 -0.040 -6.885
H 1.056 2.181 -5.848
H 0.468 2.578 -3.519
Se -4.559 -0.901 2.162
Te -2.784 0.775 2.570
Te -1.066 -0.899 3.981
Se 1.207 0.148 4.204
C 3.812 -0.319 -0.355
C 2.444 0.181 -0.884
N 1.393 -0.754 -0.503
C 1.264 -0.825 0.953
C 2.585 -1.299 1.587
N 3.552 -1.567 0.435
C 3.007 -2.619 -0.481
C 1.684 -2.065 -1.068
H 4.294 0.391 0.313
H 4.508 -0.585 -1.150
H 2.446 0.280 -1.969
H 2.214 1.159 -0.457
H 0.446 -1.498 1.219
H 1.017 0.154 1.373
H 2.488 -2.229 2.143
H 3.022 -0.549 2.242
H 4.428 -1.892 0.831
H 2.856 -3.520 0.112
H 3.766 -2.814 -1.239
H 0.879 -2.748 -0.812
H 1.737 -1.983 -2.153
C 3.048 5.826 0.738
C 2.496 4.553 0.103
P 1.393 3.495 1.149
C 2.445 3.210 2.639
C 3.719 2.428 2.352
C 0.226 4.723 1.882
C -0.968 4.016 2.525
H 3.742 6.331 0.063
H 3.584 5.615 1.666
H 2.245 6.527 0.972
H 3.315 3.908 -0.233
H 1.927 4.795 -0.798
H 1.826 2.631 3.333
H 2.672 4.165 3.120
H 3.480 1.553 1.740
H 4.176 2.064 3.274
H 4.460 3.025 1.813
H -0.115 5.388 1.088
H 0.762 5.333 2.613
H -1.617 3.586 1.759
H -1.574 4.709 3.111
H -0.656 3.203 3.188
Cl -4.850 1.292 -1.124
C -4.284 2.925 -1.444
C -2.929 3.151 -1.308
C -2.522 4.432 -1.598
Cl -0.786 4.763 -1.534
C -3.376 5.468 -1.966
Cl -2.791 7.062 -2.296
C -4.738 5.190 -2.071
Cl -5.845 6.437 -2.526
C -5.205 3.899 -1.817
Cl -6.887 3.541 -1.973

Forces on atoms 1 to 2 (eV/Å):
Ba 0.132 -0.280 0.365
C 0.001 -0.031 0.019

Results
Net charge: -1
Frontier orbital gap (eV): 4.24
Relative energy (zero: lowest compared OMol25 entry of this formula, charge and spin) (eV): 1.7705